Molecular formula: C21H24CrN3O6S
Method: DFT, ωB97M-V/def2-TZVPD

- 2S+1: 4
- F_max: 3.42 eV Å⁻¹
- Total charge: -2
- Highest occupied orbital energy (spin up / spin down): -0.0305 / -0.0332 hartree
- LUMO energy (spin up / spin down): 4.94 / 4.94 eV
- Total energy: -78180.8357 eV
- Kohn-Sham gap (spin up / spin down): 0.2121 / 0.2149 Eh
- Energy above the lowest of the compared OMol25 structures with the same formula, charge and spin: 96.5 kJ/mol

Last column: Mulliken charge in e.
Atoms and positions in Å:
Cr -0.05 -0.52 1.06  -0.540
C 0.93 3.69 2.10  -1.637
C 0.05 2.73 1.28  0.849
O -0.05 1.53 1.70  -0.400
C -0.55 3.31 0.18  -1.107
C -1.34 2.61 -0.76  0.926
C -1.69 3.27 -2.08  -1.402
N -1.67 1.40 -0.47  0.191
N -2.36 0.62 -1.35  -0.809
C -2.18 -0.65 -1.06  0.075
O -1.41 -1.06 -0.13  -0.152
C -2.77 -1.68 -1.92  0.408
C -2.63 -3.01 -1.52  -0.298
C -3.01 -4.03 -2.36  -0.662
C -3.54 -3.75 -3.62  -0.311
C -3.73 -2.43 -4.00  -0.514
C -3.36 -1.40 -3.16  -0.657
H 1.60 3.14 2.75  0.354
H 0.30 4.34 2.72  0.364
H 1.51 4.32 1.43  0.347
H -0.32 4.35 -0.02  0.146
H -1.49 4.34 -2.04  0.405
H -2.74 3.10 -2.31  0.333
H -1.11 2.83 -2.88  0.218
H -2.22 -3.20 -0.54  0.424
H -2.87 -5.06 -2.06  0.401
H -3.80 -4.55 -4.30  0.343
H -4.17 -2.21 -4.97  0.343
H -3.49 -0.37 -3.45  0.421
O -1.98 -3.41 1.70  -0.798
S -0.76 -2.77 2.16  1.587
O -0.11 -3.58 3.21  -0.889
O 0.22 -2.57 1.04  -0.470
O -1.03 -1.40 2.72  -0.506
C 2.31 -1.87 2.62  -1.470
N 1.85 -0.50 2.43  1.187
C 1.51 0.02 3.74  -1.197
C 2.89 0.30 1.77  -1.344
C 2.62 0.50 0.30  1.303
C 3.60 1.09 -0.48  -0.869
C 3.35 1.39 -1.81  -0.515
C 2.12 1.05 -2.35  -0.864
C 1.17 0.41 -1.57  0.105
C 1.36 0.14 -0.21  0.293
H 3.19 -1.89 3.28  0.374
H 2.56 -2.31 1.65  0.366
H 1.50 -2.47 3.05  0.496
H 2.38 -0.01 4.42  0.339
H 0.71 -0.60 4.14  0.294
H 1.14 1.04 3.65  0.329
H 3.87 -0.18 1.92  0.546
H 2.94 1.29 2.24  0.270
H 4.56 1.35 -0.04  0.348
H 4.10 1.89 -2.42  0.325
H 1.89 1.30 -3.38  0.400
H 0.22 0.13 -2.01  0.300